This record from the Open Molecules 2025 dataset describes a molecular structure, C36H34AsBN9Ti in a non-equilibrium geometry. The level of theory is ωB97M-V/def2-TZVPD.

As for the total charge: +3. The value obtained for the total energy is -135902.3967 eV. Its gap between HOMO and LUMO is 0.2164 Ha.

Geometry as XYZ:
```
82
Properties=species:S:1:pos:R:3:forces:R:3
Ti -0.534604 -0.092770 0.185526 0.4 0.1 -0.4
C -2.791104 3.084430 -0.979774 0.3 -0.2 0.2
C -1.515304 2.796730 -0.513874 -0.3 0.5 -0.2
N -1.512204 1.588030 0.064626 -0.1 0.5 -0.1
N -2.773404 1.084330 -0.019974 -0.7 -0.2 0.0
C -3.557704 1.976530 -0.646174 0.3 0.0 -0.1
B -3.239604 -0.128770 0.906326 -0.4 -0.1 0.3
N -2.374104 -0.013970 2.197926 -0.6 0.2 0.1
C -2.735304 -0.085170 3.486726 0.4 -0.1 0.0
C -1.587704 -0.166970 4.260326 0.3 0.0 -0.3
C -0.536104 -0.141870 3.352826 0.0 0.0 0.6
N -1.021704 -0.051670 2.105826 0.2 0.2 0.8
N -2.798004 -1.488570 0.283026 -1.1 -0.1 -0.1
C -3.513004 -2.600570 0.067626 0.2 -0.1 -0.1
C -2.636404 -3.650470 -0.169274 0.6 0.2 -0.1
C -1.369104 -3.096370 -0.078774 -0.2 -0.8 -0.1
N -1.471804 -1.787170 0.197926 -0.2 0.0 -0.3
N -4.687704 -0.029070 1.188426 -0.3 0.4 0.2
C -5.318104 0.992930 1.855826 -0.2 0.0 0.0
C -6.654404 0.714530 1.893726 0.2 0.0 0.0
C -6.782504 -0.514070 1.212826 0.3 0.4 0.2
N -5.615104 -0.935970 0.798526 0.1 -0.9 -0.5
H -3.122104 3.974730 -1.474774 0.0 0.2 -0.1
H -0.634604 3.420030 -0.547174 0.1 -0.1 0.0
H -4.601204 1.792430 -0.825174 -0.2 -0.1 0.1
H -3.765304 -0.072470 3.791326 -0.2 0.0 -0.1
H -1.531404 -0.244370 5.328026 0.0 0.0 0.2
H 0.529496 -0.178070 3.542926 -0.1 0.0 -0.1
H -4.589904 -2.567970 0.107826 0.0 0.1 0.0
H -2.896504 -4.666570 -0.389274 0.0 -0.2 0.0
H -0.405204 -3.573670 -0.182074 -0.1 0.1 0.0
H -4.772804 1.834330 2.235226 0.1 0.2 0.1
H -7.438604 1.285930 2.345126 -0.1 0.2 0.1
H -7.674804 -1.076770 1.022826 -0.1 -0.2 -0.1
C -0.575004 0.594030 -6.119574 0.0 0.1 -0.4
C -0.439804 0.351930 -4.672274 0.0 -0.1 0.8
C 0.164796 1.261830 -3.790774 0.0 -0.2 0.1
C 0.197896 0.996430 -2.439674 0.3 0.4 -0.1
N -0.341004 -0.108370 -1.878974 0.0 0.0 -0.6
C -0.878204 -1.010670 -2.730074 -0.2 -0.5 -0.3
C -0.937504 -0.823670 -4.091974 0.1 0.2 0.2
H -0.100004 1.517830 -6.433774 0.0 0.0 0.0
H -1.632104 0.634930 -6.395674 0.0 0.0 0.0
H -0.152604 -0.236870 -6.685774 0.1 0.0 0.0
H 0.611496 2.172130 -4.162874 0.0 0.1 0.0
H 0.688196 1.693730 -1.754074 -0.1 -0.1 -0.3
H -1.269904 -1.927470 -2.297774 0.0 0.2 0.0
H -1.371504 -1.586670 -4.720674 -0.1 -0.1 0.0
C 3.892196 -0.404570 -3.667974 0.0 0.0 0.0
C 4.147396 0.725830 -2.909974 0.0 0.0 0.0
C 3.606296 0.853130 -1.639674 -0.2 0.2 0.5
C 2.810996 -0.166470 -1.121574 -0.3 0.0 -0.1
C 2.539896 -1.293770 -1.897374 -0.1 -0.1 0.3
C 3.088096 -1.415170 -3.161474 -0.1 -0.1 0.0
As 1.925796 -0.022470 0.624826 2.9 0.0 0.2
C 2.690696 -1.495070 1.675326 -0.5 -0.1 0.0
C 2.378496 -2.801970 1.300526 -0.2 0.2 -0.3
C 2.959896 -3.870270 1.959526 0.0 0.0 0.0
C 3.836096 -3.640570 3.010126 0.0 0.1 0.0
C 4.118096 -2.344570 3.410626 0.0 0.0 0.0
C 3.547896 -1.266270 2.750726 -0.2 0.5 -0.1
C 2.630796 1.611230 1.413526 -0.4 0.0 0.0
C 4.013696 1.800530 1.488026 -0.1 -0.5 -0.3
C 4.514996 2.973130 2.027326 -0.1 -0.1 0.0
C 3.646596 3.946230 2.500026 -0.1 0.0 0.0
C 2.274496 3.753530 2.438826 0.0 0.1 0.0
C 1.759096 2.588930 1.889826 -0.4 -0.3 -0.1
H 4.324196 -0.502070 -4.650874 0.1 0.0 -0.1
H 4.771996 1.511430 -3.304774 0.1 0.1 0.0
H 3.811096 1.742830 -1.051474 0.0 -0.1 -0.1
H 1.902596 -2.087370 -1.505174 0.2 0.1 -0.2
H 2.897496 -2.297670 -3.751874 0.0 -0.1 0.0
H 1.683496 -2.976370 0.479526 0.2 -0.1 0.1
H 2.737396 -4.881870 1.658126 0.0 -0.1 0.0
H 4.293896 -4.473470 3.519526 0.0 -0.1 0.1
H 4.787896 -2.170470 4.237926 0.1 0.1 0.1
H 3.773096 -0.252570 3.070326 0.0 -0.2 0.0
H 4.683196 1.023230 1.121426 0.0 0.2 0.1
H 5.581696 3.126530 2.077526 0.1 0.0 0.0
H 4.043996 4.856830 2.919426 0.0 0.1 0.1
H 1.613696 4.515430 2.821526 -0.1 0.1 0.0
H 0.675896 2.423430 1.836626 0.3 0.2 0.1
```
Positions in Å, forces in eV/Å.